Record 1
{"formula": "C8H12", "method": "wB97M-V/def2-TZVPD", "elements": ["C", "C", "C", "C", "C", "C", "C", "C", "H", "H", "H", "H", "H", "H", "H", "H", "H", "H", "H", "H"], "positions_angstrom": [[0.15582, 0.25800, 0.38581], [0.96200, 1.41243, 0.08138], [0.99457, -0.32476, -3.31586], [0.64253, 0.51621, -2.35732], [1.32709, 0.35409, -1.05153], [-0.73380, -0.27564, 1.32364], [-1.24866, -1.64069, 0.93921], [-1.01954, 0.41524, 2.64325], [1.76202, 1.62843, 0.86418], [0.44562, 2.36665, -0.18133], [0.40792, -0.36874, -4.20949], [1.84289, -1.05729, -3.09206], [-0.18325, 1.21104, -2.24085], [2.12373, -0.32527, -1.12372], [-1.13737, -2.49126, 1.73917], [-0.89083, -1.90638, -0.08567], [-2.37610, -1.51354, 0.76602], [-0.16540, 1.27942, 2.91151], [-0.89568, -0.35375, 3.35527], [-2.01356, 0.81579, 2.64839]], "charge": 0, "max_force_ev_per_a": 8.248, "homo_energy_ev": [-4.6431, -8.5452], "total_energy_ha": -311.71873, "spin_multiplicity": 3, "s2": 2.027, "e_above_lowest_kcal_mol": 63.1}


Record 2
{"formula": "C8H12", "method": "wB97M-V/def2-TZVPD", "elements": ["C", "C", "C", "C", "C", "C", "C", "C", "H", "H", "H", "H", "H", "H", "H", "H", "H", "H", "H", "H"], "positions_angstrom": [[1.42812, -2.07191, 0.25934], [1.09833, -1.16690, -0.87004], [1.63549, 0.20395, -0.85216], [0.08721, 1.08277, 0.83439], [0.28075, 0.29620, -0.37919], [-0.79109, 0.21078, -1.46935], [-2.45662, 0.52761, 1.05034], [-1.20323, 1.18081, 1.35578], [0.99520, -3.04903, 0.10577], [1.03127, -1.68889, 1.24489], [2.50801, -2.30853, 0.49680], [2.38665, 0.33574, -0.11285], [1.93654, 0.56994, -1.80036], [0.89720, 1.59024, 1.41237], [-0.29929, 0.35128, -2.52652], [-1.24430, -0.74523, -1.46018], [-1.61316, 0.92475, -1.29167], [-2.36202, -0.57193, 0.87444], [-3.34500, 1.09635, 1.33280], [-1.36482, 1.91537, 2.14984]], "charge": 1, "max_force_ev_per_a": 4.195, "homo_energy_ev": [-13.3659, -13.2235], "total_energy_ha": -311.51328, "spin_multiplicity": 2, "s2": 0.822, "e_above_lowest_kcal_mol": 97.3}


Record 3
{"formula": "C8H12BN2O3", "method": "wB97M-V/def2-TZVPD", "elements": ["N", "B", "C", "C", "O", "H", "H", "H", "H", "H", "H", "H", "C", "C", "C", "C", "C", "C", "N", "O", "O", "H", "H", "H", "H", "H"], "positions_angstrom": [[-2.97544, 4.05619, -1.92626], [-3.44875, 3.22791, -0.74593], [-2.22192, 2.88313, 0.32010], [-1.20909, 1.80672, -0.39903], [-1.52550, 0.50138, -0.28715], [-3.47579, 4.97712, -2.00235], [-3.06060, 3.52789, -2.82738], [-4.32264, 3.70235, -0.11931], [-3.85421, 2.18519, -1.16723], [-1.62385, 3.86394, 0.63282], [-2.60245, 2.40800, 1.32296], [-0.26459, 2.14218, -1.02515], [0.39943, -1.92848, 0.27085], [1.45276, -1.01407, 0.22095], [2.76119, -1.44016, 0.45725], [3.00503, -2.79134, 0.73940], [1.94858, -3.71002, 0.79771], [0.64396, -3.27154, 0.56242], [4.38112, -3.25024, 0.96358], [5.28621, -2.40359, 0.92226], [4.55954, -4.45798, 1.17706], [-0.61845, -1.59258, 0.08034], [1.25402, 0.03131, -0.00545], [3.57109, -0.71517, 0.41463], [2.12298, -4.76060, 1.02048], [-0.18260, -3.97754, 0.60241]], "charge": -1, "max_force_ev_per_a": 7.002, "homo_energy_ev": -3.8532, "total_energy_ha": -672.02662}


Record 4
{"formula": "C8H12CaN2O4", "method": "wB97M-V/def2-TZVPD", "elements": ["O", "C", "Ca", "C", "C", "O", "O", "C", "N", "C", "C", "O", "N", "C", "C", "H", "H", "H", "H", "H", "H", "H", "H", "H", "H", "H", "H"], "positions_angstrom": [[-0.73846, -4.76170, -0.39169], [-1.03841, -3.73022, -0.79141], [-1.51605, -2.08681, -1.42872], [-3.30443, -1.82740, -1.16514], [-1.14440, -1.99531, -3.21443], [-4.42689, -1.66461, -0.99979], [-0.91135, -1.93810, -4.33514], [-1.75268, 0.48110, 1.81399], [-0.41711, 0.87495, 1.34255], [0.33670, 1.91558, 2.05633], [0.16433, 0.22832, 0.15745], [-0.48764, -0.67122, -0.45955], [1.49958, 0.62219, -0.31389], [2.25378, 1.66280, 0.39971], [2.05202, -0.02707, -1.48149], [-2.04434, 1.04888, 2.70005], [-1.73516, -0.58778, 2.04465], [-2.46855, 0.65610, 1.00604], [1.19674, 1.46865, 2.56302], [0.40264, 2.81540, 1.43856], [-0.28905, 2.24758, 2.89604], [3.20952, 1.17027, 0.63060], [2.48933, 2.39165, -0.38937], [2.11961, 2.29469, 1.25143], [2.11924, -1.10167, -1.29213], [1.38535, 0.14271, -2.33115], [3.04568, 0.37103, -1.70653]], "charge": 2, "max_force_ev_per_a": 17.915, "homo_energy_ev": -15.2443, "total_energy_ha": -1399.13093}


Record 5
{"formula": "C8H12Ce2Cl2N2O3S", "method": "wB97M-V/def2-TZVPD", "elements": ["Ce", "Ce", "Cl", "Cl", "C", "C", "C", "O", "O", "O", "C", "C", "N", "C", "S", "N", "C", "C", "H", "H", "H", "H", "H", "H", "H", "H", "H", "H", "H", "H"], "positions_angstrom": [[3.75386, 5.32292, 1.14587], [0.87441, 1.47377, -0.24831], [1.22875, 4.69453, 0.86561], [3.43589, 1.35631, 0.21247], [1.38795, 0.23980, -2.35409], [3.19817, 7.09786, -0.09563], [4.68444, 5.16891, -0.96336], [1.87492, -0.32482, -3.24518], [2.62852, 7.65365, -0.96495], [5.02939, 5.32070, -2.07372], [-2.51644, -1.98023, -1.79480], [-1.12531, -1.70584, -1.26885], [-1.08957, -0.36353, -0.56095], [-1.06355, -0.22464, 0.82280], [-1.20453, 1.34555, 1.45818], [-0.67477, -1.29985, 1.59822], [-1.60600, -2.44707, 1.81604], [-0.76889, -3.66505, 2.17531], [-3.26816, -1.95691, -0.99293], [-2.54890, -2.96545, -2.25409], [-2.80308, -1.24828, -2.55276], [-0.75874, -2.45617, -0.57282], [-0.38580, -1.63395, -2.05725], [-1.75561, 0.30656, -0.96083], [-0.33693, -0.97785, 2.51623], [-2.29027, -2.19684, 2.63789], [-2.20402, -2.61491, 0.90895], [-0.26466, -3.51477, 3.13945], [-1.42059, -4.54608, 2.25802], [-0.01047, -3.85830, 1.40549]], "charge": 4, "max_force_ev_per_a": 12.392, "homo_energy_ev": [-21.2898, -21.2876], "total_energy_ha": -2914.49389, "spin_multiplicity": 3, "s2": 2.002, "e_above_lowest_kcal_mol": 0.0}


Record 6
{"formula": "C8H12Cl2", "method": "wB97M-V/def2-TZVPD", "elements": ["C", "C", "C", "C", "C", "C", "C", "C", "Cl", "Cl", "H", "H", "H", "H", "H", "H", "H", "H", "H", "H", "H", "H"], "positions_angstrom": [[-0.09393, -0.10053, -0.12257], [-0.81674, -1.19794, -0.07071], [0.59553, 1.10427, -0.08671], [1.90263, 0.17763, -0.02843], [-0.09194, -2.50136, 0.13154], [-2.36775, -1.31122, -0.07361], [0.46524, 1.94496, 1.20295], [0.55925, 2.02317, -1.27439], [2.43853, -0.68697, -1.45675], [2.47229, -0.58320, 1.51972], [-0.26807, -3.14024, 1.04383], [-0.17350, -2.97653, -0.78545], [0.86147, -2.11336, 0.20698], [-2.82460, -0.26210, -0.33167], [-2.65590, -2.01751, -0.78851], [-2.86828, -1.62365, 0.90981], [-0.61629, 2.09000, 1.41472], [1.06105, 2.94528, 1.16818], [0.78405, 1.36028, 2.10167], [0.86129, 3.01645, -0.93240], [-0.48667, 2.15974, -1.59778], [1.26234, 1.69287, -2.15040]], "charge": 0, "max_force_ev_per_a": 3.797, "homo_energy_ev": -7.7456, "total_energy_ha": -1232.23892, "e_above_lowest_kcal_mol": 78.7}


Record 7
{"formula": "C8H12ClNSi", "method": "wB97M-V/def2-TZVPD", "elements": ["C", "N", "Si", "C", "Cl", "C", "C", "C", "C", "C", "C", "H", "H", "H", "H", "H", "H", "H", "H", "H", "H", "H", "H"], "positions_angstrom": [[1.28013, -1.96188, 1.31109], [2.11446, -0.84001, 0.86052], [1.50190, 0.32682, -0.40511], [2.09712, 0.00420, -2.14784], [2.37262, 2.08464, 0.20444], [-0.35686, 0.47988, -0.24923], [-0.76952, 0.83051, 1.03421], [-2.03849, 1.05047, 1.37540], [-3.06439, 0.76512, 0.44196], [-2.76452, 0.41105, -0.87497], [-1.38290, 0.14618, -1.21169], [1.77247, -2.88309, 1.55003], [0.76958, -1.70872, 2.31556], [0.50445, -2.16008, 0.57997], [2.43890, -0.23158, 1.58914], [2.83180, -0.71793, -2.32834], [1.12677, -0.30217, -2.78780], [2.49762, 0.93054, -2.48588], [0.04146, 1.11066, 1.75352], [-2.23713, 1.69420, 2.30640], [-4.06629, 1.04760, 0.83433], [-3.56808, 0.13656, -1.50953], [-1.10110, -0.21297, -2.15619]], "charge": 0, "max_force_ev_per_a": 3.702, "homo_energy_ev": -8.9717, "total_energy_ha": -1116.53006, "e_above_lowest_kcal_mol": 0.0}


Record 8
{"formula": "C8H12CrO8", "method": "wB97M-V/def2-TZVPD", "elements": ["Cr", "C", "C", "O", "O", "H", "H", "H", "C", "C", "O", "O", "H", "H", "H", "C", "C", "O", "O", "H", "H", "H", "C", "C", "O", "O", "H", "H", "H"], "positions_angstrom": [[19.11909, 14.10507, -15.38230], [19.68421, 17.57917, -19.30786], [19.50258, 16.64573, -18.14879], [18.38699, 16.55152, -17.57096], [20.43227, 15.95924, -17.65913], [20.72753, 17.63620, -19.61826], [19.34265, 18.47867, -18.79568], [18.97920, 17.25463, -20.07320], [21.57279, 9.48912, -16.42798], [20.79563, 10.71819, -16.02476], [20.13044, 11.29671, -16.86742], [20.71168, 11.20614, -14.89871], [22.00734, 8.97834, -15.56870], [22.41039, 9.82092, -17.04154], [20.88420, 8.88277, -17.01643], [20.09970, 18.30036, -13.27032], [19.96855, 16.94203, -12.53566], [19.52835, 16.95151, -11.37050], [20.24375, 15.95875, -13.20043], [19.20441, 18.91541, -13.36131], [20.41946, 18.28193, -14.31220], [20.85759, 18.96147, -12.85005], [14.80743, 11.22051, -15.34236], [15.02700, 12.31033, -14.33675], [16.14991, 12.86916, -14.45230], [14.06692, 12.56176, -13.53818], [14.15928, 10.41501, -14.99717], [15.64837, 10.62224, -15.69308], [14.30070, 11.63176, -16.21540]], "charge": -2, "max_force_ev_per_a": 4.426, "homo_energy_ev": [-2.8342, -2.8335], "total_energy_ha": -1958.35022, "spin_multiplicity": 5, "s2": 6.266, "e_above_lowest_kcal_mol": 175.0}